An isolated molecule of C4H5N3. Source: OMol25; level of theory: the ωB97M-V functional and the def2-TZVPD basis.

ΔE to the lowest compared entry with this formula, charge and spin: 846.1 kJ/mol
E_HOMO: -0.3567 Ha
SMILES: C=NN(C)N1C#C1
HOMO-LUMO gap: 0.3839 Eh
LUMO level: 0.027 Eh
strongest force on any atom: 5.797 eV Å⁻¹
molecular weight: 95.10 Da

ORCA input file:
```
! RIJCOSX wB97M-V def2-TZVPD def2/J DEFGRID3
* xyz 0 1
C 2.879 -0.510 0.165
C 2.643 1.043 -0.209
C -1.374 -1.630 -0.096
C -0.442 1.257 0.041
N -0.209 -1.275 -0.047
N 1.729 0.126 0.033
N 0.335 -0.021 0.082
H -1.521 -2.728 -0.111
H -2.314 -1.094 -0.105
H -1.435 1.038 0.360
H -0.022 1.988 0.774
H -0.269 1.806 -0.887
*
```